Computed, not measured: ClMnO8S2 as an isolated structure, with ωB97M-V/def2-TZVPD.

```
12
Properties=species:S:1:pos:R:3:lowdin_charge:R:1
Mn 0.346 -1.437 -0.829 0.834
S 1.410 -0.559 1.748 0.205
O 2.048 -1.536 2.667 -0.468
O -0.041 -0.705 1.821 -0.420
O 1.847 0.824 1.982 -0.405
O 1.724 -0.903 0.313 -0.573
S -1.897 0.981 -0.973 0.223
O -2.810 0.004 -0.419 -0.449
O -1.574 2.049 0.025 -0.441
O -0.646 0.195 -1.423 -0.571
O -2.428 1.627 -2.199 -0.478
Cl 2.021 -0.539 -2.713 -0.458
```

- total charge = -3
- highest occupied orbital energy (spin up / spin down) (eV) = 1.924 / 1.926
- multiplicity = 6
- Kohn-Sham gap (spin up / spin down) (eV) = 5.362 / 5.200
- ΔE to the lowest compared entry with this formula, charge and spin (eV) = 1.5233
- <S²> = 8.758

=====

Computed, not measured: a 3-piece molecular cluster, ClN2O10 overall, with ωB97M-V/def2-TZVPD.

```
13
Properties=species:S:1:pos:R:3:lowdin_charge:R:1
Cl -11.933 -1.898 -18.467 0.525
O -13.240 -1.377 -18.189 -0.393
O -10.943 -1.558 -17.581 -0.321
O -12.218 -3.275 -18.624 -0.409
O -11.598 -1.413 -19.744 -0.402
N -14.143 9.339 -12.102 -0.664
O -15.075 10.266 -12.001 -0.220
O -13.947 8.760 -13.195 -0.072
O -13.585 9.225 -11.078 -0.044
N -12.676 2.898 -13.406 -0.763
O -13.369 2.880 -12.437 -0.083
O -11.981 1.991 -13.696 -0.054
O -12.394 4.013 -13.827 -0.099
```

- total charge = -3
- highest occupied orbital energy (eV) = 0.597
- Kohn-Sham gap (eV) = 6.618
- ΔE to the lowest compared entry with this formula, charge and spin (eV) = 0.0000

=====

Computed, not measured: ClN2O10Tl as an isolated structure, with ωB97M-V/def2-TZVPD.

```
14
Properties=species:S:1:pos:R:3:lowdin_charge:R:1
Tl 0.132 -2.514 -1.616 1.079
N -3.115 -0.275 -0.256 -0.551
O -2.307 -1.201 -0.465 -0.091
O -2.910 0.825 -0.778 0.123
O -3.921 -0.462 0.715 0.091
N 0.966 1.239 -1.715 -0.627
O 1.819 1.672 -1.037 0.208
O -0.182 1.585 -1.662 0.189
O 1.159 0.150 -2.240 -0.027
Cl 1.607 -0.232 1.825 0.593
O 1.145 -1.135 2.772 -0.247
O 0.743 0.826 1.509 -0.200
O 2.629 0.548 2.230 -0.191
O 2.234 -1.025 0.717 -0.347
```

- total charge = 0
- highest occupied orbital energy (eV) = -9.762
- Kohn-Sham gap (eV) = 3.013
- ΔE to the lowest compared entry with this formula, charge and spin (eV) = 1.5262

=====

Computed, not measured: ClN3O13Rb as an isolated structure, with ωB97M-V/def2-TZVPD.

```
18
Properties=species:S:1:pos:R:3:lowdin_charge:R:1
Rb 16.516 -12.456 0.347 1.030
Cl 13.144 -14.607 1.387 0.606
O 14.468 -14.240 1.589 -0.453
O 12.915 -15.963 1.479 -0.354
O 12.590 -14.188 2.658 -0.389
O 12.665 -13.869 0.120 -0.397
N 13.743 -10.648 0.973 -0.746
O 14.209 -11.116 1.992 -0.092
O 12.589 -10.215 0.884 -0.044
O 14.545 -10.589 0.182 -0.142
N 15.924 -12.374 -3.688 -0.553
O 14.861 -12.108 -4.157 0.220
O 16.910 -12.478 -4.381 0.147
O 15.898 -11.903 -2.525 0.153
N 20.088 -11.559 0.749 -0.674
O 19.331 -12.384 1.239 -0.136
O 19.827 -10.832 -0.257 -0.115
O 21.213 -11.326 1.141 -0.060
```

- total charge = -2
- highest occupied orbital energy (spin up / spin down) (eV) = -2.074 / -2.070
- multiplicity = 2
- Kohn-Sham gap (spin up / spin down) (eV) = 5.033 / 2.378
- <S²> = 0.758

=====

> Look up the total charge of the third one.

0